No. 1
Here is a molecular structure, C26H31N6O4PPtSeTe from OMol25. Energies are from ωB97M-V with the def2-TZVPD basis set.

Element x y z (Å)
Pt 0.907 -21.166 12.572
N -0.133 -22.848 12.296
C -0.813 -23.816 12.329
N -1.505 -24.891 12.540
C -2.321 -25.481 11.416
C -1.618 -26.723 10.854
O -1.449 -27.603 11.979
C -0.668 -27.156 13.026
C -1.199 -25.788 13.641
H -2.416 -24.684 10.603
H -3.271 -25.752 11.830
H -0.683 -26.569 10.251
H -2.237 -27.265 10.113
H 0.423 -27.105 12.797
H -0.836 -27.982 13.732
H -0.452 -25.306 14.256
H -2.071 -25.967 14.281
C 1.001 -15.126 9.888
C 2.276 -15.592 10.496
O 1.913 -16.696 11.474
P 2.641 -17.629 12.485
O 1.818 -17.756 13.724
Te 3.085 -19.869 11.734
O 4.061 -16.919 12.840
C 4.550 -17.312 14.127
C 4.300 -16.262 15.185
H 1.174 -14.416 9.036
H 0.404 -14.507 10.565
H 0.299 -15.938 9.521
H 2.822 -14.836 11.110
H 2.992 -15.997 9.736
H 5.628 -17.535 13.960
H 4.141 -18.298 14.475
H 3.724 -15.436 14.733
H 5.224 -15.901 15.631
H 3.709 -16.735 15.998
Se 2.627 -21.676 14.146
C 2.828 -23.634 14.079
C 2.762 -24.321 15.286
C 2.689 -25.717 15.191
N 2.908 -26.392 14.076
C 3.017 -25.679 12.949
C 3.080 -24.318 12.862
H 2.727 -23.836 16.261
H 2.560 -26.268 16.087
H 3.083 -26.198 12.016
H 3.341 -23.777 12.003
N -2.977 -16.434 9.199
C -3.914 -15.942 8.321
C -4.347 -14.644 7.990
C -5.345 -14.587 6.976
C -5.865 -15.714 6.323
C -5.403 -16.991 6.633
C -4.483 -17.091 7.715
N -3.842 -18.256 8.184
C -2.948 -17.861 9.106
C -2.121 -18.629 10.006
C -1.792 -19.925 9.554
C -0.943 -20.640 10.341
N -0.423 -20.114 11.501
C -0.749 -18.880 11.937
C -1.566 -18.086 11.171
H -2.351 -15.874 9.814
H -3.882 -13.750 8.450
H -5.804 -13.658 6.650
H -6.611 -15.534 5.534
H -5.877 -17.886 6.298
H -2.345 -20.370 8.708
H -0.765 -21.713 10.049
H -0.265 -18.423 12.833
H -2.089 -17.205 11.616

Values from the calculation:
DFT total energy   -4768.90641 Eh
Lowest unoccupied orbital energy (spin up / spin down)   -0.5 / -2.6 eV
Orbital gap (spin up / spin down)   0.144 / 0.173 Ha
HOMO (spin up / spin down)   -4.5 / -7.3 eV
Multiplicity   3

Here are the Mulliken charges for atoms 1 to 2, given in e: 0.3412 -0.5570

No. 2
Here is C26H31NO2 in the gas phase from OMol25. Energies are from ωB97M-V with the def2-TZVPD basis set.

Element x y z (Å)
C 1.389 -4.559 1.508
C -0.111 -4.734 1.299
O -0.569 -4.075 0.135
C -0.136 -4.484 -1.084
C 0.314 -5.765 -1.386
C 0.616 -6.118 -2.690
C 0.471 -5.204 -3.717
C 0.050 -3.918 -3.429
C -0.234 -3.545 -2.125
N -0.640 -2.226 -1.838
C -0.052 -1.444 -0.892
O 0.921 -1.798 -0.264
C -0.746 -0.102 -0.627
C -1.389 0.548 -1.854
C -2.036 1.871 -1.437
C -3.121 1.596 -0.396
C -2.489 0.936 0.829
C -1.833 -0.381 0.421
C -1.440 1.870 1.429
C -0.347 2.180 0.394
C 0.658 3.149 0.994
C 2.005 2.848 1.148
C 2.886 3.764 1.698
C 2.457 5.014 2.114
C 3.404 6.016 2.703
C 1.110 5.320 1.964
C 0.232 4.407 1.416
C -0.989 2.813 -0.850
C 0.293 0.857 -0.034
H 1.640 -3.509 1.375
H 1.953 -5.138 0.781
H 1.665 -4.878 2.509
H -0.392 -5.796 1.285
H -0.662 -4.245 2.107
H 0.410 -6.505 -0.607
H 0.958 -7.120 -2.901
H 0.695 -5.484 -4.735
H -0.050 -3.185 -4.217
H -1.305 -1.813 -2.472
H -2.172 -0.087 -2.277
H -0.634 0.728 -2.623
H -2.489 2.340 -2.319
H -3.889 0.943 -0.818
H -3.602 2.533 -0.106
H -3.265 0.736 1.577
H -2.579 -1.067 0.010
H -1.382 -0.863 1.290
H -1.922 2.793 1.757
H -0.983 1.405 2.305
H 2.393 1.890 0.844
H 3.928 3.495 1.803
H 4.396 5.587 2.827
H 3.045 6.355 3.673
H 3.483 6.888 2.054
H 0.746 6.287 2.281
H -0.807 4.688 1.320
H -0.213 3.020 -1.591
H -1.462 3.762 -0.594
H 1.066 1.039 -0.784
H 0.759 0.364 0.821

Values from the calculation:
DFT total energy   -1214.64456 Eh
SMILES string   CCOc1ccccc1NC(=O)[C@@]12C[C@H]3C[C@@H](C1)C[C@](c1ccc(C)cc1)(C3)C2
Relative energy (zero: lowest compared OMol25 entry of this formula, charge and spin)   0.6 kcal/mol
Lowest unoccupied orbital energy   0.7 eV
Orbital gap   0.329 Ha
HOMO   -8.3 eV
Multiplicity   1

Here are the Mulliken charges for atoms 1 to 2, given in e: -0.9229 -0.5239

No. 3
Here is a molecular structure, C26H32AgF5N3OSeTe2 from OMol25. Energies are from ωB97M-V with the def2-TZVPD basis set.

Element x y z (Å)
Ag -1.596 0.696 0.919
C 0.421 -0.041 4.167
N -0.721 -0.879 4.672
C -1.300 -0.317 5.938
C -1.790 -1.109 3.625
C -1.324 -1.947 2.471
C -1.083 -3.321 2.609
C -0.626 -4.065 1.520
C -0.409 -3.444 0.290
C -0.651 -2.080 0.144
C -1.107 -1.338 1.230
H 1.138 0.082 4.984
H 0.029 0.928 3.846
H 0.904 -0.568 3.341
H -0.331 -1.802 4.899
H -1.730 0.664 5.719
H -0.496 -0.238 6.674
H -2.065 -1.009 6.300
H -2.145 -0.124 3.298
H -2.626 -1.619 4.120
H -1.260 -3.835 3.552
H -0.446 -5.133 1.622
H -0.059 -4.028 -0.560
H -0.492 -1.596 -0.816
F -5.222 0.092 -2.675
Te -4.394 0.163 -0.849
F -3.580 1.944 -1.288
F -2.758 -0.759 -1.555
F -6.031 1.086 -0.144
F -5.209 -1.617 -0.411
O -3.559 0.235 0.994
C -2.404 -2.350 -3.283
N -1.963 -1.117 -3.929
C -1.830 -0.913 -5.255
C -1.390 0.380 -5.454
N -1.252 0.972 -4.251
C -0.808 2.342 -4.006
C -1.606 0.043 -3.336
Se -1.602 0.309 -1.605
H -2.627 -3.130 -4.042
H -3.324 -2.155 -2.692
H -1.606 -2.726 -2.609
H -2.037 -1.648 -6.022
H -1.187 0.852 -6.408
H -0.590 2.858 -4.965
H 0.114 2.332 -3.388
H -1.603 2.903 -3.472
Te 1.088 1.325 0.816
C 1.888 0.884 -1.093
C 2.432 -0.380 -1.350
C 2.964 -0.669 -2.611
C 2.954 0.305 -3.615
C 2.411 1.568 -3.359
C 1.878 1.858 -2.098
C 2.999 2.002 1.426
C 3.355 3.344 1.250
C 4.620 3.790 1.649
C 5.529 2.894 2.222
C 5.173 1.553 2.397
C 3.909 1.106 1.999
H 2.443 -1.134 -0.574
H 3.385 -1.646 -2.809
H 3.366 0.080 -4.590
H 2.403 2.321 -4.136
H 1.460 2.837 -1.903
H 2.655 4.039 0.805
H 4.895 4.827 1.513
H 6.507 3.239 2.530
H 5.877 0.860 2.840
H 3.638 0.067 2.134
H -1.592 0.959 2.639

Values from the calculation:
DFT total energy   -4832.76624 Eh
Charge   -1
Lowest unoccupied orbital energy (spin up / spin down)   2.0 / 2.0 eV
Orbital gap (spin up / spin down)   0.162 / 0.162 Ha
HOMO (spin up / spin down)   -2.4 / -2.4 eV
Multiplicity   1

Here are the Mulliken charges for atoms 1 to 2, given in e: -1.4196 -0.9427

No. 4
Here is a molecular structure, C26H32B3BeClF2LiN6O7 from OMol25. Energies are from ωB97M-V with the def2-TZVPD basis set.

Element x y z (Å)
C -4.713 -5.835 1.754
C -3.949 -4.947 1.129
C -3.197 -3.918 0.108
B -3.204 -2.426 0.821
O -2.283 -2.032 1.881
B -2.949 -1.152 2.855
O -3.831 -0.063 2.369
B -4.769 -0.749 1.496
C -6.390 -0.824 1.720
O -7.136 0.175 2.112
N -7.030 -2.183 1.468
C -7.108 -2.813 2.839
O -8.218 -2.734 3.458
F -5.944 -3.487 3.391
O -4.229 -1.474 0.346
H -5.571 -6.580 1.997
H -2.130 -4.292 -0.133
H -3.862 -3.817 -0.846
H -2.806 -1.354 4.014
H -8.015 -2.019 1.189
Li -0.437 -2.674 2.270
F -1.939 0.111 0.596
N 3.341 -1.612 3.959
C 3.967 -0.944 4.944
C 4.604 0.273 4.767
C 4.599 0.838 3.498
C 3.962 0.171 2.462
C 3.351 -1.040 2.741
H 3.946 -1.428 5.916
H 5.091 0.768 5.598
H 5.087 1.789 3.319
H 3.940 0.583 1.460
H 2.836 -1.599 1.964
O 4.494 3.352 1.961
H 3.591 3.638 2.156
H 5.033 4.125 2.174
Be -6.654 -0.834 4.280
N -10.375 -8.067 4.086
C -9.742 -7.407 5.073
C -9.102 -6.191 4.900
C -9.108 -5.619 3.635
C -9.752 -6.279 2.597
C -10.367 -7.490 2.872
H -9.762 -7.896 6.042
H -8.610 -5.703 5.733
H -8.615 -4.667 3.460
H -9.775 -5.861 1.597
H -10.886 -8.042 2.094
C 2.697 5.425 -0.465
O 2.816 5.281 0.742
N 2.561 6.639 -1.046
N 2.691 4.382 -1.327
H 2.462 6.777 -2.036
H 2.560 7.442 -0.437
H 2.791 3.459 -0.931
H 2.595 4.478 -2.323
N 5.711 3.147 -2.165
C 6.264 1.981 -2.622
C 7.227 2.302 -3.549
C 7.260 3.714 -3.651
C 6.316 4.210 -2.783
H 4.975 3.215 -1.479
H 5.925 1.025 -2.250
H 7.840 1.597 -4.093
H 7.904 4.304 -4.288
H 6.023 5.224 -2.554
Cl -3.331 1.777 3.300
C 6.043 4.973 -8.437
C 5.745 4.686 -7.108
C 5.642 3.363 -6.686
C 5.846 2.326 -7.593
C 6.148 2.613 -8.922
C 6.242 3.936 -9.345
H 6.120 6.004 -8.766
H 5.593 5.494 -6.399
H 5.403 3.140 -5.652
H 5.771 1.295 -7.264
H 6.308 1.804 -9.629
H 6.471 4.159 -10.382

Values from the calculation:
DFT total energy   -2621.42483 Eh
Charge   +1
Lowest unoccupied orbital energy   -8.0 eV
Orbital gap   0.056 Ha
HOMO   -9.5 eV
Multiplicity   1

Here are the Mulliken charges for atoms 1 to 2, given in e: -0.4842 -0.1172